Formula: C10H42O16
Source: OMol25
Level of theory: ωB97M-V/def2-TZVPD

Last column: Mulliken charge in e.
Geometry (Å):
C -33.67 1.89 7.25  0.933
H -31.29 2.89 8.90  0.114
H -32.38 -0.53 12.54  0.159
H -29.12 1.43 13.88  0.299
H -33.76 5.18 9.21  0.308
C -27.75 3.45 9.51  -0.442
H -33.20 -3.45 10.74  0.423
H -28.98 -0.29 9.84  0.459
H -29.21 0.28 7.67  0.381
C -29.99 -0.28 8.22  0.460
O -34.06 -1.75 8.93  -0.543
H -32.57 -1.06 10.23  -0.275
H -26.98 1.07 10.39  0.262
H -32.95 4.05 9.80  0.332
H -36.19 0.43 15.21  0.346
C -34.46 0.87 6.47  -0.607
H -36.25 2.79 9.73  0.236
H -32.69 1.43 7.45  -0.343
O -31.39 -0.61 6.29  -0.509
H -32.98 1.61 10.50  -0.135
H -35.41 1.30 6.12  0.352
H -31.43 -1.77 7.94  -0.168
H -36.62 1.08 13.03  0.454
H -33.41 0.78 15.10  0.318
H -31.63 3.64 7.60  0.387
O -33.67 4.66 10.01  -0.658
H -33.36 -2.22 8.47  0.359
O -33.39 3.02 6.42  -0.605
C -30.67 -1.28 7.32  -0.473
H -35.07 1.70 11.59  0.147
O -32.09 1.69 10.14  0.151
O -34.17 0.20 15.13  -0.514
H -33.01 0.81 12.94  0.278
O -31.10 3.70 8.41  -0.658
H -34.78 -2.92 11.26  0.309
H -35.47 -0.31 12.92  0.080
H -30.49 1.37 13.21  0.312
H -29.41 2.53 10.48  -0.107
H -34.18 -0.55 10.58  -0.268
H -31.54 1.33 10.85  0.160
C -35.59 0.74 13.22  -0.007
H -33.24 2.65 5.54  0.383
O -35.87 1.96 10.02  -0.564
O -32.16 0.38 12.79  -0.506
H -28.04 2.73 11.56  0.345
H -36.23 1.28 9.44  0.265
O -33.21 -2.22 12.43  -0.507
H -35.28 1.94 14.97  0.301
O -27.93 1.13 10.25  -0.537
O -26.34 3.63 9.67  -0.545
H -28.29 4.40 9.58  0.312
H -33.18 -2.96 13.04  0.240
C -28.32 2.49 10.53  0.120
H -32.99 -0.03 5.56  0.470
O -29.46 -0.97 9.35  -0.629
H -30.74 0.46 8.52  -0.240
H -30.77 -0.24 5.65  0.286
H -34.15 2.18 8.18  -0.037
H -34.70 0.01 7.12  0.257
H -26.19 4.26 10.38  0.332
C -33.73 -2.60 11.17  -0.548
O -29.73 1.95 13.34  -0.599
C -35.34 0.88 14.70  -0.697
O -34.70 1.58 12.48  -0.490
C -33.61 -1.41 10.23  0.929
O -33.77 0.48 5.29  -0.629
H -30.03 -2.08 6.95  0.377
H -27.92 3.02 8.53  0.204

Results
multiplicity = 1
ΔE to the lowest compared entry with this formula, charge and spin = 2.1 kcal/mol

Formula: C10H46BrN2O19
Source: OMol25
Level of theory: ωB97M-V/def2-TZVPD

Last column: Mulliken charge in e.
Geometry (Å):
H -1.02 6.65 4.85  0.346
H 2.13 -3.20 -4.08  0.377
H 3.58 -0.79 -0.71  0.410
O 2.16 4.22 -2.68  -0.658
O -0.36 6.82 5.54  -0.626
H -3.05 0.86 -2.83  0.288
C 1.57 -1.12 0.78  -0.676
H -1.72 -0.04 -1.29  0.152
N 1.35 -1.63 -0.49  0.706
H 4.33 -4.51 -0.14  0.314
H 1.26 3.99 -2.44  0.288
H -4.74 4.20 1.33  0.316
H 2.05 -2.27 -0.88  0.407
H -0.68 7.62 5.96  0.309
H 3.78 -4.55 -5.60  0.272
H -2.69 -2.01 -5.99  0.320
O -1.76 1.57 2.62  -0.207
H 1.75 0.79 2.70  0.366
H 2.48 5.38 0.57  0.294
H 0.01 -2.48 2.71  0.179
H 2.50 3.42 -3.10  0.341
H -2.27 5.57 2.95  0.241
H -2.80 -2.70 -1.02  0.293
H 4.51 -1.08 -3.89  0.305
N 0.80 0.39 2.72  0.097
C -0.79 -0.34 -0.69  -0.758
H 0.73 -3.09 -4.66  0.234
O 2.65 1.33 -2.75  -0.572
H -2.04 -0.91 2.74  -0.024
H 1.96 4.41 -0.47  0.358
H 1.88 -1.01 4.02  0.282
O 4.37 -0.26 -0.88  -0.619
H 4.22 0.00 -4.92  0.296
H -2.03 0.46 4.92  0.188
H 2.38 -4.44 -6.19  0.361
O 1.20 -3.10 -3.82  -0.623
C -0.17 -1.84 3.62  -0.571
H 1.97 1.05 -2.14  0.240
C 0.21 -1.27 -1.22  -0.930
C -1.62 1.30 1.25  0.589
O -2.36 1.88 0.48  -0.748
H -2.28 -2.40 3.71  0.412
C -2.10 -0.65 5.00  -1.125
O -3.25 -2.34 -5.28  -0.622
H -2.68 -2.35 -4.50  0.290
O -2.73 0.05 -3.24  -0.634
H 0.51 -0.11 4.76  0.431
H -1.50 -1.07 5.86  0.324
O 2.85 -4.45 -5.34  -0.667
H -0.02 -2.52 4.51  0.438
H 1.85 -6.29 -5.68  0.359
H -3.82 2.99 1.21  0.395
H -3.50 6.12 3.64  0.323
O -4.73 3.24 1.42  -0.625
O -5.30 2.96 4.71  -0.624
C -1.71 -1.42 3.68  -0.090
O 1.89 4.63 0.46  -0.598
H -6.04 3.58 4.80  0.306
O -3.02 -2.54 -1.95  -0.604
H -4.97 3.12 3.82  0.329
H 3.48 1.07 -2.32  0.354
O 3.51 -4.23 -0.58  -0.618
C 0.61 -0.17 1.40  -0.541
H 4.72 -0.07 -0.01  0.268
O 2.71 -1.44 1.52  -0.456
O 1.51 -6.47 -6.57  -0.640
C -0.61 0.27 0.66  1.477
H 3.22 -0.61 1.59  0.347
H 0.72 -7.00 -6.41  0.315
H 0.05 -1.72 -2.24  0.574
H -3.38 -0.13 -3.94  0.342
H -3.06 -1.58 -2.03  0.387
H -3.18 -0.91 5.23  0.371
O 4.27 -0.96 -4.82  -0.599
O -2.60 6.36 3.39  -0.647
C 0.83 -0.64 3.81  -0.553
H 2.82 -4.53 0.03  0.313
Br -0.84 3.13 3.00  0.132

Results
total charge = +1
multiplicity = 1

Formula: C10H5AgN4O2S2
Source: OMol25
Level of theory: ωB97M-V/def2-TZVPD

Last column: Mulliken charge in e.
Geometry (Å):
O 0.16 -1.04 0.96  -0.608
H -0.19 2.05 2.76  0.427
N 0.18 1.02 0.30  0.800
H 0.28 2.99 -1.36  0.410
H 0.14 5.42 -0.82  0.316
C 0.65 -4.83 -1.59  0.336
C -0.20 4.14 2.28  -0.399
C -0.12 2.79 1.99  -0.263
O 0.44 0.73 -0.95  -0.816
Ag 0.03 -1.70 -1.25  0.177
N -2.01 -6.96 -0.99  -0.576
H -0.33 4.46 3.31  0.328
C -0.10 5.10 1.28  -0.444
S 1.75 -3.54 -1.96  -0.527
C 0.14 3.33 -0.35  -0.431
C 0.06 4.68 -0.03  -0.323
S -1.77 -3.43 -1.86  -0.529
H -0.14 6.16 1.52  0.342
C 1.29 -6.07 -1.31  0.070
C -1.42 -6.00 -1.24  0.058
N 1.84 -7.06 -1.07  -0.572
N 0.00 0.16 1.26  -0.084
C -0.73 -4.79 -1.55  0.323
C 0.05 2.37 0.66  -0.013

Results
total charge = -2
multiplicity = 1
ΔE to the lowest compared entry with this formula, charge and spin = 3.5 kcal/mol

Formula: C10H5ClF4O3Pb
Source: OMol25
Level of theory: ωB97M-V/def2-TZVPD

Last column: Mulliken charge in e.
Geometry (Å):
H 0.71 -3.13 0.48  0.565
H -3.77 -1.42 -0.02  0.329
Pb 2.29 1.60 2.64  1.404
C 2.16 -1.50 0.09  -0.390
F -2.51 0.14 0.33  -0.247
C 0.80 -2.11 0.13  -0.533
O 3.18 -2.06 -0.18  -0.393
C -1.66 -1.96 -0.18  0.932
C 2.18 0.01 0.32  -0.524
H 0.92 2.29 1.31  -0.026
F -1.78 -2.40 1.11  -0.262
H 1.98 2.72 -0.11  0.499
C 1.05 2.22 0.20  -0.705
H 3.17 0.39 0.61  0.814
C -0.16 3.09 -0.27  0.486
C 0.02 -0.02 -0.84  0.186
O -0.30 3.39 -1.39  -0.273
C 1.11 0.75 -0.08  1.064
C -0.25 -1.39 -0.29  0.008
Cl -1.17 3.55 1.06  -0.120
F -1.80 -3.01 -0.99  -0.245
F -2.94 -0.64 -1.67  -0.216
C -2.83 -0.99 -0.40  0.032
O -0.42 0.47 -1.83  -0.384

Results
total charge = +2
multiplicity = 1

Formula: C10H6Br2I2NOY
Source: OMol25
Level of theory: ωB97M-V/def2-TZVPD

Last column: Mulliken charge in e.
Geometry (Å):
C -1.27 -2.19 0.97  1.231
C -1.26 -2.19 3.43  0.729
Br -2.45 -4.28 4.99  -0.126
H 0.65 1.15 3.23  0.383
H -1.12 -1.96 5.56  0.393
I -0.50 2.75 -1.53  0.318
C -0.92 -1.59 2.20  0.163
C -0.88 -1.52 4.60  -0.453
Br -2.43 -4.18 -0.63  -0.060
C -1.95 -3.37 0.98  -0.367
O -0.90 -1.53 -0.19  -0.910
I 2.63 0.93 -1.53  0.319
C -1.97 -3.42 3.39  -0.266
H 1.49 2.57 -3.29  0.435
H 0.11 0.20 5.44  0.424
H 2.04 3.51 -1.84  0.439
C -0.19 -0.32 4.54  -0.867
C 0.11 0.21 3.30  -0.056
C -2.30 -3.99 2.20  -0.314
Y 0.08 0.15 0.00  1.261
C 1.53 2.63 -2.20  -0.832
N -0.23 -0.38 2.15  -0.320
H -2.84 -4.93 2.17  0.474

Results
total charge = +2
multiplicity = 1
ΔE to the lowest compared entry with this formula, charge and spin = 0.0 kcal/mol

How do the records compare in frontier orbital gap? In the order shown, they have 10.19 7.12 5.00 5.53 6.23 eV.
How do the records compare in HOMO? In the order shown, they have -9.97 -12.62 -0.51 -17.47 -14.33 eV.